No. 1
{
  "formula": "C15H10N4O5SV",
  "method": "the ωB97M-V functional and the def2-TZVPD basis",
  "elements": ["V", "S", "O", "O", "O", "O", "O", "N", "N", "N", "N", "C", "C", "C", "C", "C", "C", "C", "C", "C", "C", "C", "C", "C", "C", "C", "H", "H", "H", "H", "H", "H", "H", "H", "H", "H"],
  "coordinates": [[0.7662, 0.7725, -0.5738], [2.5650, 1.5783, -1.7776], [0.0073, 2.3662, -1.2098], [0.3392, -3.0425, -0.9097], [1.1390, -0.9621, -0.7076], [-1.8163, 3.3924, -2.0168], [-0.4712, 1.1013, 0.7549], [2.1241, 0.7334, 0.8729], [-0.6318, 0.1515, -1.7961], [4.8684, 2.2149, -0.6679], [3.3704, 1.1972, 0.7465], [-1.8754, -0.1926, 2.0964], [-1.1281, 2.4211, -1.7987], [3.6687, 1.6727, -0.4239], [-0.8600, -1.1536, -1.8016], [0.5439, -0.5199, 2.1682], [-2.0464, -1.2612, 2.9400], [1.8574, -0.0403, 1.8781], [0.2888, -1.8520, -1.1013], [-2.7857, 0.5662, -2.6774], [-0.5915, 0.1636, 1.6298], [-1.5653, 1.0117, -2.1813], [0.3281, -1.6006, 3.0366], [-0.9426, -1.9903, 3.3867], [-2.0478, -1.6893, -2.2641], [-3.0169, -0.8031, -2.7301], [2.6740, -0.3218, 2.5436], [5.5623, 2.2720, 0.0578], [-2.2020, -2.7575, -2.2316], [-2.7085, 0.3891, 1.7275], [-3.5343, 1.2845, -2.9762], [-1.0899, -2.8469, 4.0234], [5.0288, 2.6128, -1.5756], [1.1852, -2.1459, 3.4016], [-3.0434, -1.5378, 3.2515], [-3.9595, -1.1841, -3.0946]],
  "lowdin_charge": [0.855, 0.790, -0.178, 0.145, -0.122, 0.113, -0.109, -0.144, 0.053, 0.086, 0.006, 0.004, -0.543, -0.788, -0.124, -0.141, -0.071, -0.025, -0.501, 0.047, -0.327, -0.107, -0.026, -0.085, 0.044, -0.010, 0.146, 0.107, 0.129, 0.120, 0.129, 0.101, 0.084, 0.117, 0.107, 0.116],
  "de_lowest_kj_mol": 0.0,
  "e_lumo_ev": [-1.358, -1.174],
  "s_squared": 0.763,
  "e_tot_ev": -68440.6704,
  "homo_ev": [-8.210, -8.222],
  "spin_multiplicity": 2,
  "homo_lumo_gap_ev": [6.85, 7.05]
}

No. 2
{
  "formula": "C15H10N4ORhSbSe4",
  "method": "the ωB97M-V functional and the def2-TZVPD basis",
  "elements": ["Sb", "Rh", "Se", "Se", "Se", "Se", "O", "N", "N", "N", "N", "C", "C", "C", "C", "C", "C", "C", "C", "C", "C", "C", "C", "C", "C", "C", "H", "H", "H", "H", "H", "H", "H", "H", "H", "H"],
  "coordinates": [[-2.2692, -2.5065, 2.7517], [0.5432, -1.0748, 1.0382], [-3.7818, -0.7690, 3.4957], [-1.4904, -2.1266, 0.3361], [0.1669, -2.0168, 3.2359], [-2.9086, -4.8110, 3.1213], [2.3358, -2.6285, 0.4359], [1.0930, -0.3327, -0.9215], [2.9448, -1.6588, 0.9421], [5.1062, -2.5340, -1.6316], [5.4020, 0.7043, 1.3841], [4.6728, -1.9839, -0.7163], [-2.2600, 0.3923, -3.3192], [-0.9752, 2.5516, 2.6126], [-0.1338, -0.6677, -3.0106], [-0.0262, -0.0695, -1.7681], [-1.2576, -0.4398, -3.7923], [-0.9311, 1.3453, 0.1012], [-0.4668, 1.2705, 2.4583], [4.1135, -1.2991, 0.4048], [-1.0318, 0.7548, -1.2592], [-1.4451, 3.2528, 1.5135], [-2.1435, 0.9774, -2.0663], [-1.4221, 2.6428, 0.2723], [-0.4092, 0.6386, 1.2095], [4.8115, -0.1938, 0.9675], [-2.9579, 1.5727, -1.6739], [-3.1522, 0.5602, -3.9098], [1.5903, 0.5311, -0.7177], [-1.0148, 2.9929, 3.6017], [0.6561, -1.3254, -3.3551], [-1.3513, -0.9226, -4.7569], [-1.8361, 4.2580, 1.6197], [1.7411, -0.9963, -1.3357], [-0.1257, 0.7274, 3.3263], [-1.7867, 3.1842, -0.5941]],
  "lowdin_charge": [-0.312, 0.350, -0.305, 0.167, 0.027, -0.324, -0.180, 0.015, -0.134, 0.124, 0.112, -0.224, -0.098, -0.104, -0.041, -0.303, -0.102, -0.205, -0.140, -0.342, -0.187, -0.114, -0.039, -0.068, -0.277, -0.225, 0.113, 0.092, 0.122, 0.095, 0.112, 0.092, 0.086, 0.092, 0.029, 0.098],
  "de_lowest_kj_mol": 0.0,
  "e_lumo_ev": 4.479,
  "e_tot_ev": -294658.6904,
  "charge": -2,
  "homo_ev": -1.744,
  "spin_multiplicity": 1,
  "homo_lumo_gap_ev": 6.22
}

No. 3
{
  "formula": "C15H11AlBr2N2O2",
  "method": "the ωB97M-V functional and the def2-TZVPD basis",
  "elements": ["Br", "Br", "Al", "O", "O", "N", "N", "C", "C", "C", "C", "C", "C", "C", "C", "C", "C", "C", "C", "C", "C", "C", "H", "H", "H", "H", "H", "H", "H", "H", "H", "H", "H"],
  "coordinates": [[-5.3244, -8.3779, 5.0774], [-8.6475, -12.5664, 3.3377], [-4.7647, -13.3516, 0.5521], [-6.1913, -13.0469, 1.4010], [-3.7249, -14.9095, 0.6632], [-3.8988, -11.8874, 1.4336], [-4.8768, -13.9194, -1.2534], [-4.8858, -15.8361, -2.7368], [-5.5639, -9.8723, 4.0841], [-2.6690, -11.3925, 1.4251], [-5.4700, -15.0127, -3.7034], [-3.6547, -15.8169, -0.4850], [-5.4615, -13.1349, -2.2010], [-7.0072, -11.6266, 3.2388], [-4.5368, -15.1902, -1.5337], [-6.0767, -12.0257, 2.3272], [-4.5669, -10.3002, 3.1372], [-2.3069, -10.4112, 2.2806], [-3.2622, -9.7250, 3.0062], [-6.7076, -10.6107, 4.2369], [-5.6727, -13.6943, -3.4124], [-4.8088, -11.4043, 2.3291], [-4.0343, -16.7724, -0.2618], [-6.3307, -13.1441, -4.0729], [-2.6165, -15.8695, -0.8017], [-1.9822, -11.8317, 0.6761], [-5.8624, -12.2415, -1.9184], [-7.5236, -10.2730, 4.8485], [-3.3690, -15.3617, 1.4490], [-5.8710, -15.4095, -4.5743], [-4.5808, -16.8733, -2.9157], [-3.1237, -8.8431, 3.6183], [-1.2616, -10.0785, 2.2766]],
  "lowdin_charge": [0.961, 0.873, 0.436, -0.030, 0.039, 0.078, 0.080, 0.080, -0.671, -0.065, 0.037, -0.014, 0.001, -0.551, -0.168, -0.299, -0.145, -0.012, 0.074, -0.098, -0.003, -0.134, 0.143, 0.144, 0.164, 0.152, 0.117, 0.110, 0.187, 0.122, 0.152, 0.096, 0.142],
  "e_lumo_ev": -7.175,
  "e_tot_ev": -169478.7980,
  "charge": 2,
  "homo_ev": -14.231,
  "spin_multiplicity": 1,
  "homo_lumo_gap_ev": 7.06
}